The following is a DFT calculation (ωB97M-V with the def2-TZVPD basis set) of a molecular structure, C27H50Br15F3IN2O10P2S.

Last column: Mulliken charge in e.
Positions of all 111 atoms, in Å:
C (0.78064, -2.35407, 4.64070)  -1.11
C (0.29562, -1.19976, 3.64757)  1.00
O (-1.07156, -0.86625, 4.07120)  -0.49
C (0.11598, -1.70653, 2.11178)  -0.90
O (1.18966, -2.52633, 1.60944)  0.02
C (1.94830, -1.91110, 0.54620)  1.03
C (2.38400, -0.38586, 0.92523)  -1.41
O (2.95377, -0.30208, 2.26181)  -0.40
C (4.07058, 0.55859, 2.28815)  0.90
F (3.66205, 1.77778, 1.68089)  -0.24
F (4.41703, 0.74742, 3.64164)  -0.22
F (5.19431, 0.02105, 1.59363)  -0.26
N (3.31072, -2.65886, 0.63954)  -0.12
I (3.42008, -3.74565, 2.45385)  0.39
C (3.62871, -3.50896, -0.55579)  -0.72
C (3.04862, -4.99195, -0.48481)  -0.73
Br (5.64092, -3.76486, -0.45319)  0.06
C (3.38504, -2.67716, -1.89508)  0.60
C (4.53468, -1.51772, -2.05326)  -0.81
C (3.97144, -0.26355, -2.93321)  -0.17
O (5.14915, 0.49929, -3.30931)  -0.59
P (3.57845, -3.70512, -3.51095)  0.86
O (4.10012, -2.88254, -4.68714)  -0.72
O (1.97894, -4.20479, -3.89792)  -0.43
O (4.58908, -5.04562, -3.32981)  -0.35
O (2.13780, -1.98034, -2.03209)  0.04
C (1.25392, -2.03284, -0.89806)  -0.31
N (0.43676, -3.30533, -1.09017)  -0.29
C (-0.80035, -3.18872, -0.74247)  0.20
S (-2.40338, -3.15506, -0.32464)  -0.10
P (-0.01158, -0.60737, -1.26491)  0.30
O (-0.65469, -0.84230, -2.85553)  -0.51
O (0.86196, 0.87981, -1.46861)  -0.54
H (1.91904, -2.21743, 4.77960)  0.18
H (0.62716, -3.37837, 4.15781)  0.10
H (0.33289, -2.28130, 5.68904)  0.42
H (0.87969, -0.22702, 3.72916)  0.08
H (-1.53221, -0.42589, 3.31258)  0.07
H (-0.20368, -0.81258, 1.48963)  0.04
H (-0.81621, -2.38482, 2.16669)  0.60
H (3.15656, -0.09812, 0.12869)  0.63
H (1.47858, 0.32683, 0.93007)  0.28
H (4.10812, -1.98942, 0.73160)  0.74
H (2.89513, -5.51652, -1.47833)  0.28
H (2.02884, -5.02970, 0.05516)  -0.06
H (3.81658, -5.62689, 0.09134)  0.50
H (5.43044, -1.90663, -2.66207)  0.52
H (4.83950, -1.05834, -1.05745)  0.52
H (3.34143, -0.59333, -3.81589)  0.27
H (3.35064, 0.40258, -2.22680)  0.12
H (5.59391, 0.85473, -2.50730)  0.34
H (2.11452, -5.07191, -4.34965)  0.19
H (5.40471, -4.91375, -3.87469)  0.32
H (0.08523, -0.86327, -3.50610)  0.38
H (0.88262, 1.09791, -2.43301)  0.33
Br (1.11763, 3.43305, 2.30186)  -0.16
C (-0.62929, 3.95746, 2.99181)  -0.57
C (-1.38263, 2.76677, 3.52685)  -0.51
Br (-2.12098, 1.69039, 2.07807)  -0.09
H (-1.14976, 4.47159, 2.18454)  0.32
H (-0.41729, 4.66819, 3.79237)  0.46
H (-2.24679, 3.08975, 4.11049)  0.13
H (-0.76694, 2.10334, 4.13447)  0.54
Br (-4.54497, 4.91419, 4.16790)  -0.16
C (-4.65503, 4.81845, 2.22216)  -0.07
C (-6.07219, 4.57997, 1.76615)  -0.24
Br (-6.59482, 2.71939, 2.02418)  -0.15
H (-3.96191, 4.04141, 1.90114)  0.00
H (-4.29647, 5.78770, 1.87004)  0.22
H (-6.16272, 4.75483, 0.69358)  -0.04
H (-6.80381, 5.19206, 2.29286)  0.43
Br (-5.46482, 4.90759, -2.06163)  -0.16
C (-5.97921, 6.71365, -2.58467)  -0.58
C (-4.95033, 7.72397, -2.14259)  -0.40
Br (-5.09110, 8.08687, -0.23297)  -0.12
H (-6.96939, 6.89551, -2.16914)  0.39
H (-6.04667, 6.68531, -3.67372)  0.38
H (-5.12429, 8.68619, -2.62868)  0.11
H (-3.92504, 7.40624, -2.33146)  0.37
Br (2.24244, -6.92874, -6.70238)  -0.12
C (4.15349, -6.77123, -7.05721)  -0.54
C (4.90827, -7.97172, -6.54020)  -0.55
Br (5.11533, -7.88882, -4.60488)  -0.14
H (4.48176, -5.83127, -6.61478)  0.29
H (4.23591, -6.70468, -8.14348)  0.36
H (5.92473, -7.98493, -6.93674)  0.34
H (4.42210, -8.91968, -6.76819)  0.36
Br (0.65327, -8.51685, 1.75289)  -0.15
C (-1.07388, -7.66558, 2.05660)  -0.66
C (-1.34729, -6.60149, 1.02303)  -0.79
Br (-0.32657, -4.98207, 1.39039)  0.03
H (-1.06615, -7.28465, 3.07698)  0.35
H (-1.80540, -8.47193, 1.97977)  0.40
H (-2.39390, -6.29255, 1.05774)  0.41
H (-1.09821, -6.91119, 0.00837)  0.41
Br (-6.80661, 1.32874, 5.61511)  -0.13
C (-4.88563, 1.46265, 5.31430)  -0.28
C (-4.15485, 0.27444, 5.89045)  -0.29
Br (-3.99785, 0.41132, 7.82819)  -0.15
H (-4.56370, 2.41348, 5.73578)  0.31
H (-4.77108, 1.49398, 4.22830)  0.06
H (-3.12672, 0.24139, 5.52370)  0.03
H (-4.64265, -0.67621, 5.67707)  0.44
Br (-5.02109, 11.85806, -2.95486)  -0.13
C (-3.09944, 11.99867, -3.25150)  -0.59
C (-2.36949, 10.81289, -2.67203)  -0.43
Br (-2.22022, 10.95163, -0.73404)  -0.11
H (-2.78054, 12.95056, -2.82909)  0.39
H (-2.98135, 12.02939, -4.33621)  0.34
H (-1.34078, 10.78101, -3.03476)  0.35
H (-2.85534, 9.86156, -2.88667)  0.20

Output
charge = +1
spin multiplicity = 1
E_tot = -42208.79073 a.u.



The following is a DFT calculation (ωB97M-V with the def2-TZVPD basis set) of a molecular structure, C12H33InN3O3.

Last column: Mulliken charge in e.
Positions of all 52 atoms, in Å:
In (3.83457, 3.33473, -2.65995)  1.69
C (1.38625, 5.07486, 0.32984)  -1.52
C (2.53249, 4.20307, -0.21129)  0.14
C (2.83215, 3.05381, 0.73243)  -0.90
O (3.55889, 2.19970, -0.06315)  -0.27
C (3.80371, 0.89824, 0.46110)  -0.76
N (2.16643, 3.80184, -1.60226)  -0.29
H (1.66299, 5.49211, 1.30047)  0.44
H (0.47841, 4.50528, 0.54617)  0.49
H (1.14231, 5.87897, -0.36513)  0.46
H (3.41623, 4.84733, -0.17322)  0.22
H (1.90668, 2.56275, 1.05746)  0.49
H (3.33798, 3.38764, 1.64069)  0.43
H (4.28512, 0.25219, -0.26184)  0.17
H (2.91527, 0.34688, 0.78426)  0.38
H (4.42564, 0.94161, 1.35939)  0.36
H (1.34704, 3.18957, -1.49420)  0.47
H (1.71114, 4.61041, -2.03576)  0.50
C (8.36602, 1.24705, -3.11677)  -1.46
C (6.83669, 1.42705, -3.19765)  0.04
C (6.10783, 0.64355, -2.15088)  -0.85
O (4.76562, 0.58482, -2.53468)  -0.19
C (4.30075, -0.69512, -2.98481)  -0.92
N (6.42257, 2.82577, -3.04564)  -0.34
H (8.84054, 1.79143, -3.93259)  0.44
H (8.64445, 0.19680, -3.16100)  0.41
H (8.70869, 1.69300, -2.17893)  0.39
H (6.56315, 1.03941, -4.18150)  0.23
H (6.20205, 1.16405, -1.19037)  0.33
H (6.55520, -0.34242, -2.02104)  0.53
H (3.23389, -0.67059, -3.20056)  0.32
H (4.44872, -1.41097, -2.17429)  0.36
H (4.77052, -1.05302, -3.90267)  0.32
H (6.87671, 3.46358, -3.69600)  0.29
H (6.86021, 3.17192, -2.18354)  0.36
C (6.29814, 5.65536, -5.73997)  -1.39
C (5.52824, 5.31332, -4.44180)  0.23
C (4.93131, 6.54509, -3.84099)  -1.05
O (4.33186, 6.05380, -2.66701)  -0.33
C (3.53078, 7.06238, -2.02101)  -0.81
N (4.49858, 4.24783, -4.65288)  -0.49
H (7.14784, 6.25731, -5.41828)  0.42
H (5.68636, 6.26586, -6.40475)  0.42
H (6.62769, 4.73955, -6.22826)  0.45
H (6.28266, 4.91760, -3.76641)  0.07
H (4.16650, 6.87093, -4.55634)  0.57
H (5.60182, 7.36139, -3.57799)  0.46
H (4.11851, 7.88973, -1.62534)  0.33
H (2.88025, 6.62994, -1.26672)  0.22
H (2.85794, 7.47519, -2.77864)  0.39
H (3.84666, 4.66926, -5.33073)  0.37
H (4.87771, 3.55935, -5.31157)  0.40

Output
charge = +3
energy relative to the best compared isomer or geometry (same formula, charge and spin) = 0.000 eV
spin multiplicity = 1
E_tot = -1056.02470 a.u.



The following is a DFT calculation (ωB97M-V with the def2-TZVPD basis set) of 2 unconnected molecules or ions with the total composition C4H8O4.

Last column: Mulliken charge in e.
Positions of all 16 atoms, in Å:
O (1.09883, -0.85586, -0.48451)  -0.52
C (0.05115, -1.14908, 0.00331)  0.60
O (0.02724, -2.18851, 0.91155)  -0.51
C (-1.38058, -0.68304, -0.10737)  -0.54
C (-1.44936, -0.20582, -1.56978)  -0.64
C (-0.98877, 1.28633, -1.46364)  0.08
O (-0.24215, 1.70388, -0.62729)  -0.44
H (0.85381, -2.48072, 1.31634)  0.34
H (-2.04201, -1.52709, 0.14355)  0.26
H (-1.76344, 0.04609, 0.60354)  0.34
H (-2.47700, -0.28651, -2.01999)  0.34
H (-1.02679, -0.93357, -2.26031)  0.34
H (-1.46956, 1.81028, -2.28488)  0.35
H (2.83674, 1.95821, 2.27806)  0.33
H (4.29766, 1.39385, 2.84268)  0.32
O (3.67420, 2.11157, 2.71873)  -0.65

Output
charge = 0
structure (SMILES) = O=CCCC(=O)O.O
energy relative to the best compared isomer or geometry (same formula, charge and spin) = 2.684 eV
spin multiplicity = 1
E_tot = -458.13454 a.u.



The following is a DFT calculation (ωB97M-V with the def2-TZVPD basis set) of 7 unconnected molecules or ions with the total composition C40H57FN10O3S.

Last column: Mulliken charge in e.
Positions of all 112 atoms, in Å:
C (4.32009, 1.32553, -1.26060)  -1.27
C (4.64632, 0.03292, -2.08506)  -0.22
C (4.43399, -1.29387, -1.28025)  -0.65
C (3.58016, -2.24889, -2.16485)  -0.92
O (2.22201, -1.88982, -1.91763)  0.09
C (1.27911, -2.73204, -2.51421)  0.07
N (1.49465, -4.19821, -2.47906)  -0.68
C (1.55128, -4.64148, -1.38222)  0.47
S (1.70069, -4.97983, 0.14503)  -0.34
N (1.43254, -2.43216, -3.96944)  -0.40
C (0.70706, -1.23571, -4.24064)  -0.04
O (0.93101, -0.37932, -4.99473)  -0.50
C (-0.52624, -1.31452, -3.28656)  1.32
F (-1.43471, -2.04136, -4.10530)  -0.42
C (-1.26984, 0.00520, -3.05264)  -1.59
C (-0.47201, 1.09336, -2.29596)  0.25
C (-1.06089, 2.51470, -2.48464)  -1.24
C (-2.49916, 2.71655, -1.91797)  -0.40
C (-2.84569, 1.91606, -0.64238)  0.00
N (-2.00264, 2.22294, 0.52272)  -0.42
C (-0.17737, -2.25195, -2.10436)  1.20
N (-1.14301, -3.35561, -2.00951)  -0.56
C (-0.06491, -1.65311, -0.66851)  -0.29
C (-1.39069, -1.33506, 0.01965)  -1.37
O (-1.37744, -0.99056, 1.15187)  -0.37
H (4.19805, 1.09081, -0.19474)  0.37
H (5.13702, 2.04820, -1.37735)  0.29
H (3.37719, 1.74258, -1.63538)  0.26
H (5.66972, 0.08681, -2.48837)  0.38
H (3.99013, 0.05640, -2.96713)  0.31
H (3.87216, -1.02737, -0.37312)  0.37
H (5.38014, -1.76525, -0.98922)  0.41
H (3.81945, -3.28050, -1.86824)  0.27
H (3.90506, -2.08429, -3.19835)  0.34
H (1.12349, -3.27871, -4.44287)  0.39
H (-2.26185, -0.20252, -2.62261)  0.25
H (-1.47361, 0.41301, -4.05633)  0.65
H (-0.39278, 0.92780, -1.21778)  -0.21
H (0.52634, 1.12797, -2.76317)  0.38
H (-1.09080, 2.79414, -3.54940)  0.42
H (-0.37446, 3.23838, -2.01417)  0.39
H (-2.69052, 3.77833, -1.69675)  0.10
H (-3.19575, 2.40201, -2.71348)  0.42
H (-2.78541, 0.82974, -0.81165)  -0.44
H (-3.91174, 2.10698, -0.42553)  0.37
H (-1.36667, 1.45320, 0.69047)  0.08
H (-1.48115, 3.08205, 0.39119)  0.28
H (-2.09696, -3.01099, -2.01387)  0.42
H (-0.99294, -3.82259, -1.11734)  0.12
H (0.42230, -2.42377, -0.05094)  0.62
H (0.56414, -0.75937, -0.58470)  0.34
H (-2.36434, -1.45823, -0.50749)  0.61
N (-3.02797, -4.56223, 1.18999)  0.11
C (-3.82955, -4.81014, 2.27160)  -0.47
C (-4.22022, -6.12117, 2.21343)  -0.57
C (-3.62780, -6.68939, 1.05429)  -0.66
C (-2.89673, -5.70528, 0.44508)  -0.27
H (-2.60289, -3.67766, 0.97861)  0.25
H (-4.05203, -4.03408, 2.98475)  0.40
H (-4.85950, -6.61916, 2.92372)  0.39
H (-3.72719, -7.70503, 0.70817)  0.40
H (-2.29755, -5.71866, -0.45119)  0.39
N (2.30545, -5.06373, 3.52238)  0.06
C (3.38707, -5.88221, 3.33120)  -0.41
C (4.29523, -5.61553, 4.32048)  -0.50
C (3.73879, -4.59977, 5.14374)  -0.46
C (2.51096, -4.28203, 4.62786)  -0.39
H (1.48637, -5.03959, 2.94281)  0.18
H (3.41618, -6.57938, 2.51016)  0.36
H (5.25253, -6.09550, 4.44198)  0.41
H (4.18919, -4.15401, 6.01543)  0.39
H (1.76827, -3.56915, 4.94894)  0.36
N (-0.52802, -1.18594, 5.11622)  0.02
C (0.40094, -0.71390, 6.00613)  -0.65
C (1.11754, 0.27128, 5.38101)  -0.63
C (0.59753, 0.40258, 4.06449)  -0.30
C (-0.41813, -0.50771, 3.93097)  -0.61
H (-1.18933, -1.91743, 5.30438)  0.19
H (0.47091, -1.11957, 7.00174)  0.41
H (1.92433, 0.83661, 5.81844)  0.41
H (0.93155, 1.08815, 3.30237)  0.47
H (-1.06740, -0.73131, 3.09760)  0.75
N (-2.31888, 6.33460, 0.27956)  0.05
C (-2.80377, 6.01061, 1.51832)  -0.51
C (-4.14387, 6.29083, 1.53263)  -0.50
C (-4.48297, 6.79907, 0.24943)  -0.32
C (-3.33789, 6.81214, -0.50130)  -0.67
H (-1.36325, 6.23646, -0.01218)  0.21
H (-2.15409, 5.61044, 2.27876)  0.41
H (-4.80834, 6.14578, 2.36865)  0.42
H (-5.45739, 7.11762, -0.08401)  0.50
H (-3.15979, 7.11856, -1.51867)  0.41
N (7.59607, 1.09983, 0.47841)  0.08
C (8.06889, 1.68895, 1.61936)  -0.55
C (9.10692, 2.51137, 1.26989)  -0.37
C (9.26364, 2.41942, -0.13836)  -0.58
C (8.31605, 1.54368, -0.59769)  -0.26
H (6.83697, 0.44363, 0.43628)  0.19
H (7.62783, 1.47148, 2.57770)  0.37
H (9.68890, 3.11342, 1.94827)  0.39
H (9.98864, 2.93750, -0.74454)  0.40
H (8.09278, 1.19795, -1.59351)  0.35
N (-7.87947, 4.72757, -1.19840)  0.03
C (-8.89676, 5.09528, -2.03767)  -0.52
C (-8.35012, 5.38512, -3.25948)  -0.50
C (-6.94821, 5.17943, -3.15488)  -0.45
C (-6.69030, 4.77207, -1.87273)  -0.66
H (-7.98884, 4.46510, -0.23553)  0.22
H (-9.91700, 5.11970, -1.69310)  0.39
H (-8.89419, 5.70785, -4.13206)  0.39
H (-6.21389, 5.31480, -3.93228)  0.41
H (-5.76674, 4.51213, -1.38207)  0.68

Output
charge = 0
structure (SMILES) = CCCCO[C@]1(N=C=S)NC(=O)[C@](F)(CCCCCN)[C@]1(N)CC=O.c1cc[nH]c1.c1cc[nH]c1.c1cc[nH]c1.c1cc[nH]c1.c1cc[nH]c1.c1cc[nH]c1
spin multiplicity = 1
E_tot = -2829.59552 a.u.



Maximum force across the listed records, respectively: 4.9, 4.0, 3.6, 3.9 eV/A.